Model A:
DFT (ωB97M-V with the def2-TZVPD basis set) results for 7 unconnected molecules or ions with the total composition C21H56O7.

The geometry in XYZ format:
```
84
Properties=species:S:1:pos:R:3
O -1.40 0.89 -1.58
H -2.33 2.47 2.62
C 2.35 -3.08 -0.14
H -3.21 -3.97 -4.79
H -3.67 0.06 2.80
O -1.96 2.14 3.44
H -4.21 -3.18 -3.45
C -1.62 0.78 3.31
H -0.65 -2.57 -5.58
H -1.57 -5.00 5.08
C -0.73 4.93 -1.62
H 5.48 4.27 -0.51
H 2.67 -1.03 1.96
H 2.87 -3.98 -0.44
H -2.59 -4.15 1.93
C -3.63 -3.06 -4.36
C 3.42 3.36 -0.32
H 2.66 4.15 -0.37
C -2.70 0.27 2.37
H 1.14 1.41 -0.44
H -1.00 5.20 -4.30
O 5.29 2.75 0.91
H 2.32 -2.40 -0.99
H 2.95 2.53 0.21
H -0.99 5.18 -0.59
H 5.52 5.38 1.49
H -4.30 -2.66 -5.12
C 3.18 -2.65 1.13
O -2.93 4.09 -1.87
C -0.74 0.28 -0.50
H 3.93 4.70 2.15
H 1.37 -0.22 -0.13
H -1.53 0.28 -2.31
H -0.64 0.74 2.83
H 1.35 -3.42 0.11
H -2.57 3.20 -1.87
H -2.65 -5.67 2.63
H -1.17 -1.68 -1.45
H 3.48 2.87 -1.28
H 3.96 5.70 0.77
C -0.08 -3.44 3.43
C -2.00 5.01 -2.44
C 0.74 0.44 -0.73
C -2.30 -4.66 2.85
H -1.98 -2.53 -3.15
O -0.82 -5.40 4.64
H 1.07 -0.11 -1.61
C 4.78 3.88 0.23
H -0.40 -1.30 -4.52
H -0.83 -1.77 0.24
C -0.86 -4.81 3.36
O 2.31 -1.92 1.95
H 0.01 5.67 -1.93
H 4.50 -1.50 -0.11
H -0.44 0.73 5.05
H 5.30 -2.91 0.67
C 4.57 -2.10 0.80
H -3.06 -0.33 -4.58
H -0.55 -2.81 4.18
C -1.32 0.18 4.70
H 4.93 -1.42 1.57
H 0.96 -3.66 3.66
O -2.76 -0.71 -3.75
C -2.38 -2.05 -4.04
H 3.44 -3.59 1.63
H -2.31 -0.70 2.06
H -2.42 -1.13 -0.24
H -1.05 0.87 0.36
H -2.29 6.06 -2.38
H -1.58 -1.19 -5.87
H -0.38 3.93 -1.84
H -2.73 4.79 -4.35
C -1.21 -1.80 -5.05
H -3.04 0.78 1.47
H -0.37 -5.51 2.68
H -2.13 0.31 5.41
H 5.44 2.10 0.22
H -3.00 -4.37 3.64
H -1.31 3.58 -3.89
C -1.77 4.57 -3.87
C -1.36 -1.17 -0.50
H -0.02 -2.99 2.44
C 4.54 4.94 1.28
H -0.97 -0.85 4.63
```

Computed properties:
spin multiplicity = 1
SMILES = CC(C)O.CC(C)O.CC(C)O.CC(C)O.CC(C)O.CC(C)O.CC(C)O
LUMO level = 0.449 eV
molar mass = 420.67 g/mol

---

Model B:
DFT (ωB97M-V with the def2-TZVPD basis set) results for 7 unconnected molecules or ions with the total composition C21H56O7.

The geometry in XYZ format:
```
84
Properties=species:S:1:pos:R:3
H -1.67 -0.15 5.84
O 0.94 1.45 7.12
H -0.50 4.26 -1.76
H -3.04 3.04 -1.82
H -3.68 2.00 -4.87
H -5.38 2.29 -4.62
H 4.23 -1.19 -2.31
H 3.25 -3.74 2.54
H -0.97 0.49 8.61
H 2.54 -0.62 -2.38
H -0.08 -1.67 -5.20
H 0.73 6.53 -1.71
H 2.23 -5.02 4.56
H 5.18 -2.10 -4.85
H 2.74 -3.61 -4.34
H 3.77 0.17 -3.35
H 3.91 -3.35 5.85
C -0.62 0.12 5.98
H -3.17 -3.84 -3.18
H -0.89 -0.67 1.83
H 1.39 3.79 0.05
C 0.69 -0.46 0.35
C -0.73 -1.69 -4.32
H -1.90 4.77 0.31
H 2.23 -1.52 -4.58
O 1.28 4.36 -0.72
H -0.17 -1.70 -3.39
C -2.65 -2.89 -3.19
H -0.39 4.55 1.26
H -1.29 -0.75 -4.38
H -2.10 -2.81 -2.25
H 4.52 -0.60 -5.42
O 0.92 -1.87 0.42
H -4.26 0.54 -3.09
H -0.22 -4.00 -4.91
H 4.09 -2.76 3.76
O 3.02 -3.71 5.91
O -5.46 1.89 -2.03
H 4.42 -4.49 3.63
H -2.35 -2.79 -5.26
H -6.25 1.91 -2.59
H 1.19 2.37 7.22
C -0.07 4.74 -0.87
C -0.92 4.31 0.33
H 0.97 -3.27 3.31
H -4.17 3.44 -3.97
H -1.06 2.26 8.65
C -4.40 2.39 -4.15
H -1.04 6.58 -1.57
H 0.50 -0.05 -1.79
H -2.21 1.75 -2.69
C 4.25 -1.63 -5.20
H -0.59 0.89 -0.75
H 1.71 -2.04 4.38
H -2.90 1.40 -1.17
H 0.68 -0.24 2.47
C -1.70 -2.85 -4.38
H -0.31 0.97 1.62
H -0.13 -0.70 6.50
C 1.34 -3.07 4.31
H -0.68 2.25 6.13
C -0.45 1.40 6.76
C 3.45 -0.80 -2.96
C 2.54 -3.97 4.59
C 3.64 -3.74 3.56
O -1.05 -4.12 -4.45
C -4.34 1.61 -2.85
H -2.34 1.36 7.87
H -0.15 0.23 5.00
H 1.64 0.09 0.33
C -0.12 -0.08 -0.89
C 0.00 -0.07 1.63
H 3.91 -2.09 -6.13
C -1.27 1.38 8.04
C 3.20 -1.72 -4.11
H -0.01 6.79 -0.16
H 1.41 -2.14 -0.36
C -0.12 6.24 -1.10
H -0.92 -0.80 -1.08
H -3.38 -2.08 -3.24
O 3.10 -3.07 -3.63
H 0.59 -3.24 5.08
H -0.99 3.21 0.32
C -3.09 1.98 -2.08
```

Computed properties:
spin multiplicity = 1
SMILES = CC(C)O.CC(C)O.CC(C)O.CC(C)O.CC(C)O.CC(C)O.CC(C)O
LUMO level = 0.414 eV
molar mass = 420.67 g/mol

---

model B is the most stable structure; the next one sits 3.054 eV above it.

---

Model A:
DFT (ωB97M-V with the def2-TZVPD basis set) results for 2 unconnected molecules or ions with the total composition C5H10ClN.

The geometry in XYZ format:
```
17
Properties=species:S:1:pos:R:3
H -1.98 0.28 0.09
H 0.50 1.28 2.65
H -0.77 -0.63 -0.99
H 2.26 0.45 0.78
H -1.05 1.16 -1.12
H -1.18 1.05 2.06
H 0.07 2.31 1.36
Cl 2.20 -3.34 -3.18
N 0.10 -1.95 -3.53
H 1.61 -0.66 -0.53
C -0.13 1.28 1.76
C 1.15 -1.97 -2.76
C 1.42 0.11 0.17
H 0.03 -2.53 -4.42
H -0.71 -1.35 -3.38
C -1.02 0.29 -0.38
C 0.20 0.46 0.53
```

Computed properties:
spin multiplicity = 1
LUMO level = 0.767 eV
molar mass = 119.59 g/mol

---

Model B:
DFT (ωB97M-V with the def2-TZVPD basis set) results for C5H10ClN in the gas phase.

The geometry in XYZ format:
```
17
Properties=species:S:1:pos:R:3
H -1.67 -0.78 2.48
H -1.35 2.16 -0.47
N -0.18 0.50 -0.56
H 1.69 0.44 -1.15
H -0.04 -0.11 1.91
C -1.45 -0.32 0.45
C -0.29 1.87 -0.30
H 0.50 -1.67 -1.91
H 0.33 2.39 -1.17
H 1.83 -2.15 -0.78
H 0.16 -2.00 -0.17
C -1.03 -0.35 1.70
H -2.29 -0.29 -0.18
H -0.05 2.11 0.71
C 0.78 -1.68 -0.90
C 1.00 -0.20 -0.61
Cl 2.07 0.10 0.96
```

Computed properties:
spin multiplicity = 1
SMILES = C=CN(C)[C@H](C)Cl
LUMO level = 0.971 eV
molar mass = 119.59 g/mol

---

model A is the most stable structure; the next one sits 0.188 eV above it.

---

Model A:
DFT (ωB97M-V with the def2-TZVPD basis set) results for CH2ClFP2 in the gas phase.

The geometry in XYZ format:
```
7
Properties=species:S:1:pos:R:3
C -0.96 -0.11 -0.52
F 2.53 0.28 -0.69
Cl -2.21 0.93 0.11
H -0.32 -0.68 1.72
P 0.14 -1.18 0.50
H -0.58 0.17 -1.61
P 1.39 0.59 0.48
```

Computed properties:
spin multiplicity = 1
SMILES = FP=[PH]=CCl
LUMO level (spin up / spin down) = -0.695 / -0.978 eV
molar mass = 130.43 g/mol

---

Model B:
DFT (ωB97M-V with the def2-TZVPD basis set) results for CH2ClFP2 in the gas phase.

The geometry in XYZ format:
```
7
Properties=species:S:1:pos:R:3
P 0.16 1.43 -0.22
C -0.49 -0.22 0.39
P 1.05 -0.57 -0.67
H -0.53 1.30 -1.42
Cl -2.08 -0.83 -0.17
F 2.10 -0.79 0.56
H -0.21 -0.32 1.51
```

Computed properties:
spin multiplicity = 1
SMILES = FP1#[PH][C@H]1Cl
LUMO level = 0.510 eV
molar mass = 130.43 g/mol

---

model B is the most stable structure; the next one sits 1.838 eV above it.

---

Model A:
DFT (ωB97M-V with the def2-TZVPD basis set) results for C2H5NOS in the gas phase.

The geometry in XYZ format:
```
10
Properties=species:S:1:pos:R:3
C 1.55 -0.58 0.14
C -0.26 0.83 -0.19
O 0.45 -0.22 -0.64
H 2.21 0.23 0.44
H -3.65 -0.03 -0.03
S -2.40 -0.58 -0.12
H 2.12 -1.22 -0.58
H 0.25 1.79 -0.10
N -1.52 0.87 0.03
H 1.23 -1.08 1.06
```

Computed properties:
spin multiplicity = 1
SMILES = CO/C=N\S
LUMO level = 0.846 eV
molar mass = 91.13 g/mol

---

Model B:
DFT (ωB97M-V with the def2-TZVPD basis set) results for 2 unconnected molecules or ions with the total composition C2H5NOS.

The geometry in XYZ format:
```
10
Properties=species:S:1:pos:R:3
C 0.15 -1.37 1.37
O -0.56 0.31 -0.72
H 1.11 -1.09 -0.49
H -0.23 -0.46 1.01
H -0.59 1.39 -2.39
H 0.12 -1.79 2.33
N -0.09 1.40 -1.59
H -0.40 2.07 0.55
S 1.35 -2.03 0.35
C -0.88 1.55 -0.42
```

Computed properties:
spin multiplicity = 1
LUMO level (spin up / spin down) = 0.705 / -0.655 eV
molar mass = 91.13 g/mol

---

Model C:
DFT (ωB97M-V with the def2-TZVPD basis set) results for a molecular structure, C2H5NOS.

The geometry in XYZ format:
```
10
Properties=species:S:1:pos:R:3
H -3.15 0.60 0.05
N 0.42 -0.04 0.48
S -1.01 -0.71 -0.24
C 1.45 0.50 -0.19
H 0.89 -1.83 0.90
H -1.93 0.84 1.12
H 0.98 1.51 -0.96
H -1.77 1.74 -0.47
O 2.71 0.07 0.00
C -2.04 0.86 0.17
```

Computed properties:
spin multiplicity = 1
LUMO level = -2.088 eV
molar mass = 91.13 g/mol

---

model A is the most stable structure; the next one sits 5.403 eV above it.

---

Model A:
DFT (ωB97M-V with the def2-TZVPD basis set) results for 2 unconnected molecules or ions with the total composition C2H5NOS.

The geometry in XYZ format:
```
10
Properties=species:S:1:pos:R:3
H 0.04 -0.88 0.20
H -0.37 -1.21 -1.37
C 0.40 1.35 0.45
H 1.41 -1.69 -0.86
C 0.52 -1.04 -0.70
N -1.58 0.82 0.62
S 0.99 0.71 -0.96
H 0.36 2.43 0.65
O 2.44 0.71 -1.10
H -1.64 1.08 1.61
```

Computed properties:
spin multiplicity = 1
LUMO level (spin up / spin down) = -1.006 / -1.346 eV
molar mass = 91.13 g/mol

---

Model B:
DFT (ωB97M-V with the def2-TZVPD basis set) results for 2 unconnected molecules or ions with the total composition C2H5NOS.

The geometry in XYZ format:
```
10
Properties=species:S:1:pos:R:3
N -0.46 0.99 0.36
H -0.08 1.51 -0.41
H 1.25 -0.25 0.71
H 1.26 1.49 1.38
C 0.68 0.53 1.28
H -2.67 -0.13 0.45
O 1.14 -1.76 -2.49
H 0.10 0.10 2.06
S -1.52 -0.31 -0.20
C 0.32 -2.16 -3.14
```

Computed properties:
spin multiplicity = 1
LUMO level = 0.857 eV
molar mass = 91.13 g/mol

---

Model C:
DFT (ωB97M-V with the def2-TZVPD basis set) results for C2H5NOS in the gas phase.

The geometry in XYZ format:
```
10
Properties=species:S:1:pos:R:3
H 1.23 -1.79 0.38
H 1.98 -1.28 -1.16
C 1.16 -1.17 -0.53
H -1.13 1.41 -0.87
O -2.51 1.46 0.70
C -1.39 1.28 0.19
N -0.34 0.65 0.75
H 0.37 -1.57 -1.01
H -0.41 0.42 1.78
S 1.04 0.60 -0.23
```

Computed properties:
spin multiplicity = 1
SMILES = CSNC=O
LUMO level = 0.727 eV
molar mass = 91.13 g/mol

---

model C is the most stable structure; the next one sits 0.785 eV above it.